21
Properties=species:S:1:pos:R:3:forces:R:3:nbo_charge:R:1 method="wB97M-V/def2-TZVPD" total_charge=0 orbital_gap_ev=9.605 lumo_energy_ev=1.1066 mol_weight_da=98.2 spin_multiplicity=1
C 0.37144 2.32993 -1.95500 1.10 5.24 -1.12 -0.62
H 1.13196 -1.84040 2.24472 -0.57 0.27 -0.25 0.22
H -1.20566 1.15863 -1.01045 1.80 0.44 -0.95 0.21
H -0.18951 3.21721 -1.52832 0.41 -0.82 -0.69 0.21
C -1.08023 -0.85031 0.67196 -0.04 1.59 -2.15 -0.19
C 0.73275 0.51880 -0.38144 2.95 -1.74 0.80 -0.40
H 1.63407 -0.08871 -0.87181 -1.49 1.49 0.64 0.20
H -1.12986 -2.53278 1.97255 -0.03 -0.30 0.06 0.21
C -0.12300 1.11933 -1.44452 -3.74 -5.44 1.07 -0.42
C -1.78660 -2.04233 1.25684 0.57 1.32 1.56 -0.65
H -2.64386 -1.64227 1.82689 0.06 -0.55 -0.27 0.21
H -0.20767 0.26979 -2.19958 -0.10 1.23 0.45 0.21
H -1.86887 -0.16274 0.05935 2.20 -1.80 1.13 0.18
H 0.42890 2.45354 -3.04112 -0.54 -0.17 0.08 0.22
H 2.15216 -1.34786 0.92134 -0.05 0.40 0.68 0.21
H 1.22466 1.29762 0.19742 0.22 0.33 0.05 0.20
H -2.10586 -2.75946 0.52078 -0.20 -0.11 -0.40 0.22
H 1.68657 -0.17242 2.21272 0.07 0.14 -0.16 0.22
C 1.33068 -0.98770 1.58439 0.48 -0.96 -1.34 -0.65
H 1.39343 2.57369 -1.65820 0.21 -0.39 0.19 0.21
C 0.25450 -0.51155 0.62146 -3.33 -0.17 0.59 0.01


21
Properties=species:S:1:pos:R:3:forces:R:3:nbo_charge:R:1 method="wB97M-V/def2-TZVPD" total_charge=0 orbital_gap_ev=11.122 lumo_energy_ev=0.9702 mol_weight_da=98.2 spin_multiplicity=1 smiles=CC(C)(C)C1CC1
H -2.30611 0.09527 -1.97983 0.17 -0.08 0.06 0.21
H -0.88758 1.54486 -0.62969 0.03 -0.15 -0.02 0.21
H -0.46553 1.79513 1.67829 0.14 -0.10 -0.05 0.21
H 2.01764 -0.93322 1.21137 -0.10 0.04 -0.14 0.21
H -1.44220 -1.39882 -1.39939 0.07 0.16 0.01 0.21
H -1.70113 -0.45886 1.51427 0.14 -0.03 -0.02 0.21
C -1.37959 -0.33391 -1.60677 -0.16 -0.13 -0.02 -0.42
C 1.53007 -0.65630 0.26784 0.02 -0.03 -0.03 -0.61
C -0.07719 0.19284 -2.13549 0.17 0.03 -0.13 -0.42
H 0.98261 1.01393 2.34289 -0.07 0.02 -0.14 0.21
C -0.71682 -0.90836 1.34016 -0.05 -0.05 0.03 -0.60
C -0.51042 0.52812 -0.73321 -0.01 0.14 0.09 -0.22
C 0.47042 1.28714 1.41253 0.01 0.03 0.03 -0.60
H -0.27414 -1.14983 2.31421 -0.04 0.05 -0.13 0.21
H 0.72650 -0.52558 -2.27122 -0.12 0.13 0.07 0.21
H -0.87361 -1.85307 0.80660 0.04 0.16 0.05 0.20
H 1.10083 2.00747 0.87626 -0.08 -0.13 0.05 0.21
H -0.09475 0.98027 -2.88376 -0.01 -0.11 0.13 0.21
H 2.21075 0.00273 -0.28364 -0.11 -0.09 0.07 0.21
H 1.40008 -1.57668 -0.31559 -0.02 0.15 0.08 0.20
C 0.19384 0.04296 0.55108 0.00 0.00 0.01 -0.06


21
Properties=species:S:1:pos:R:3:forces:R:3:nbo_charge:R:1 method="wB97M-V/def2-TZVPD" total_charge=0 orbital_gap_ev=8.658 lumo_energy_ev=0.9108 mol_weight_da=98.2 spin_multiplicity=1
H 1.92712 -0.53009 1.65740 -0.11 -0.04 -0.08 0.22
C -1.29621 1.77459 0.62211 -0.01 0.01 0.06 -0.75
H -2.54979 -0.96600 -0.70515 0.16 -0.02 0.04 0.22
H 0.93364 -1.84132 0.99267 0.00 0.16 0.00 0.21
C 2.00058 -0.15326 -1.09254 0.02 -0.01 -0.06 -0.60
C 0.96962 -0.76132 1.17835 -0.01 -0.01 0.05 -0.61
H 2.10161 -1.19433 -1.41946 -0.06 0.11 0.05 0.21
H 2.94296 0.15593 -0.62404 -0.13 -0.10 -0.07 0.21
C 0.83801 0.02424 -0.12213 0.14 -0.06 0.02 -0.18
C -1.57130 -1.12292 -0.23589 -0.02 0.04 0.08 -0.63
H -1.28332 -2.16258 -0.43224 0.02 0.18 0.03 0.21
C -0.55868 -0.14361 -0.83659 -0.03 0.06 -0.11 -0.33
H -0.77026 2.63048 1.05973 -0.14 -0.10 -0.09 0.23
H -1.51345 1.04219 1.41544 0.03 0.06 -0.16 0.18
H -2.25799 2.17278 0.26786 0.07 -0.06 0.01 0.26
C -0.61965 1.31876 -0.64191 -0.18 -0.13 0.14 0.05
H -0.38461 -0.41903 -1.88426 0.01 0.10 0.18 0.21
H 1.83726 0.47907 -1.97128 0.03 -0.12 0.11 0.23
H 0.17572 -0.51730 1.89156 0.14 -0.02 -0.12 0.21
H -1.70839 -1.01488 0.84296 0.03 0.00 -0.17 0.21
H 0.91239 1.11332 0.13664 0.05 -0.06 0.07 0.26


21
Properties=species:S:1:pos:R:3:forces:R:3:nbo_charge:R:1 method="wB97M-V/def2-TZVPD" total_charge=0 orbital_gap_ev=11.167 lumo_energy_ev=1.1642 mol_weight_da=98.2 spin_multiplicity=1 smiles=CCCCC.C#C
H -1.16901 -2.16287 -1.39687 -0.59 0.31 2.38 0.21
C 2.71197 -1.71244 -0.18327 -0.43 3.28 1.04 -0.28
C -1.00180 -1.05755 0.66088 3.14 0.51 -1.11 -0.43
H 2.00592 -2.60459 -0.40760 1.88 2.06 0.50 0.27
H 0.72077 3.18116 0.32274 0.27 0.20 -1.12 0.21
H -0.70975 3.04850 -0.75822 1.61 -0.74 -0.19 0.20
C 0.26154 2.52271 -0.44118 -5.37 2.16 6.08 -0.58
H 0.15321 -1.45538 0.97457 -3.50 1.00 0.20 0.21
H -0.13322 -0.07182 -1.11793 -1.12 0.69 1.55 0.21
C -0.72057 0.21055 -0.14981 -3.64 0.27 -2.18 -0.39
H -2.65339 -1.25793 -0.52138 2.31 -2.29 -0.31 0.19
H 3.94176 0.36436 0.35149 -3.11 -3.11 -0.64 0.29
H 0.79201 0.98958 1.05294 -0.85 0.62 -0.98 0.18
C -0.16086 1.35906 0.49329 4.49 1.65 2.73 -0.40
C -1.63561 -1.96829 -0.33499 -3.63 0.99 -1.84 -0.61
H 0.85241 2.18671 -1.12333 3.63 -1.51 -4.61 0.19
H -0.62291 1.87064 1.36082 -0.92 -0.85 -0.53 0.20
H -1.82198 0.73281 -0.40833 2.27 -1.98 -0.37 0.18
H -2.06699 -2.83855 0.16166 0.36 -0.42 -0.49 0.21
H -1.86010 -0.78127 1.31658 1.56 -0.60 0.83 0.23
C 3.11661 -0.55540 0.14794 1.66 -2.23 -0.94 -0.28


21
Properties=species:S:1:pos:R:3:forces:R:3:nbo_charge:R:1 method="wB97M-V/def2-TZVPD" total_charge=0 orbital_gap_ev=10.328 lumo_energy_ev=0.9138 mol_weight_da=98.2 spin_multiplicity=1 smiles="C=C(C)C(C)(C)C"
H 1.64775 -1.59703 1.18735 -0.18 0.17 -0.07 0.21
H -1.33727 0.47088 1.97641 0.13 0.08 -0.15 0.21
C 0.79491 1.00884 -1.83180 -0.10 0.22 -0.01 -0.66
C -0.27760 0.23129 1.83731 -0.16 0.23 -0.08 -0.61
H -0.70654 -2.35020 0.91521 0.09 0.18 -0.04 0.20
H 0.54899 1.87138 -2.46004 -0.10 -0.15 0.08 0.22
H -0.71103 -1.97956 -0.81013 -0.03 0.09 0.08 0.21
H 2.17293 -0.00160 0.65341 -0.07 -0.06 -0.07 0.21
H 0.85387 0.12779 -2.47733 0.15 0.03 0.06 0.22
C -1.40849 1.39336 -0.69035 -0.45 2.87 -3.33 -0.42
H -1.95170 -1.29640 0.25493 0.14 0.09 -0.08 0.21
H 1.75957 -1.26074 -0.53146 -0.04 0.13 0.05 0.21
H 1.77944 1.19862 -1.39734 -0.05 -0.15 -0.05 0.22
C 1.47910 -0.81904 0.43026 0.05 -0.01 -0.07 -0.62
C -0.23862 0.80199 -0.77509 0.17 -2.48 3.13 0.04
H -2.22019 1.26474 0.01002 0.27 -0.19 0.15 0.21
H -1.58495 2.18649 -1.56824 -0.05 -1.63 2.09 0.18
C 0.01780 -0.34039 0.44146 0.31 0.74 -1.28 -0.05
H -0.03648 -0.49531 2.62417 0.09 -0.01 -0.25 0.21
H 0.30821 1.13743 2.02848 -0.10 -0.12 -0.04 0.21
C -0.88969 -1.55253 0.18276 -0.08 -0.03 -0.10 -0.61


21
Properties=species:S:1:pos:R:3:forces:R:3:nbo_charge:R:1 method="wB97M-V/def2-TZVPD" total_charge=0 orbital_gap_ev=10.230 lumo_energy_ev=1.1476 mol_weight_da=98.2 spin_multiplicity=1 smiles="C=CCC.C=CC"
H -1.62632 1.90837 -0.80305 0.05 -0.03 0.14 0.19
H 3.08042 0.04030 -0.09904 -0.14 -0.08 0.04 0.21
H -2.00181 -0.32432 1.26654 0.00 0.12 -0.16 0.20
H 1.08350 0.39520 -2.05282 0.05 0.13 0.18 0.21
C 1.37618 -0.25782 1.19373 -0.05 0.03 0.05 -0.16
H -0.52885 -0.71825 -1.09885 -0.32 -0.31 -0.03 0.23
H 0.21031 -2.00459 0.97190 0.16 0.11 0.15 0.19
H 2.00201 -1.25635 -0.59451 -0.12 0.21 0.04 0.20
H 0.29053 1.00944 -0.56465 0.45 -0.18 -0.37 0.23
H 1.77210 1.72436 -1.11582 0.20 -0.04 -0.03 0.21
C -1.59742 -0.80805 -0.86759 -0.03 -0.04 -0.08 -0.67
H -1.80393 -1.85747 -0.64027 -0.11 0.20 -0.02 0.21
H -2.13607 -0.51998 -1.77459 -0.04 -0.04 0.11 0.22
C -1.74708 1.44219 0.17308 -0.29 -0.14 0.05 -0.43
H -1.70073 2.09841 1.03661 -0.34 -0.07 -0.07 0.20
C 2.02471 -0.24659 -0.16338 0.03 -0.04 0.03 -0.45
H 1.55042 0.63110 1.80246 0.00 -0.16 0.00 0.19
C 0.47379 -1.14542 1.58917 0.08 -0.05 0.05 -0.41
H -0.11083 -1.00056 2.49456 0.29 -0.11 -0.02 0.20
C -1.86442 0.12095 0.28350 0.04 0.28 0.00 -0.15
C 1.25347 0.76907 -1.03696 0.08 0.22 -0.05 -0.63


21
Properties=species:S:1:pos:R:3:forces:R:3:nbo_charge:R:1 method="wB97M-V/def2-TZVPD" total_charge=0 orbital_gap_ev=9.423 lumo_energy_ev=0.9171 mol_weight_da=98.2 spin_multiplicity=1 smiles="C=C(C)C.C=CC"
C 0.38190 -1.22020 -1.58069 -0.05 -0.03 -0.19 -0.64
H 1.58805 1.11276 -0.78206 -0.09 -0.15 0.05 0.22
H 1.03296 -1.55029 1.73003 -0.49 0.37 0.25 0.20
H -0.50396 2.61075 -0.28030 -0.36 -0.01 0.18 0.19
H -2.16125 0.81876 1.88761 0.37 -0.16 0.12 0.22
C 0.39621 -1.57842 0.84987 0.83 -0.73 -0.50 -0.45
H -0.67811 -0.26551 1.82915 -0.59 0.54 0.66 0.23
H -0.39661 -1.98553 -1.63964 0.05 0.09 0.05 0.21
H 0.16421 -0.42622 -2.29818 -0.04 0.07 0.14 0.21
H 1.75652 0.76111 0.94721 -0.17 -0.15 -0.10 0.22
C -1.23588 0.65308 0.03016 -1.59 1.08 0.39 -0.17
C 1.69250 0.30961 -0.04792 0.26 0.01 0.00 -0.66
C 0.62994 -0.75186 -0.17561 1.32 -1.11 -0.09 0.04
H 2.64512 -0.19205 -0.23328 0.17 0.16 -0.05 0.22
H -1.75572 1.99542 -1.49765 0.54 -0.16 -0.67 0.20
H 1.33168 -1.68828 -1.87662 -0.24 0.03 -0.21 0.22
H -0.25509 -2.44407 0.76124 0.06 0.07 -0.10 0.20
H -0.53997 1.52755 1.88077 -0.02 -0.12 -0.08 0.21
C -1.12816 1.79524 -0.64286 -0.11 0.17 -0.25 -0.41
C -1.13269 0.68159 1.51637 0.15 -0.17 0.42 -0.65
H -1.83167 -0.16344 -0.37757 -0.01 0.20 0.00 0.20


26
Properties=species:S:1:pos:R:3:forces:R:3:nbo_charge:R:1 method="wB97M-V/def2-TZVPD" total_charge=+1 orbital_gap_ev="6.970 / 4.881" lumo_energy_ev="-5.3083 / -7.3689" mol_weight_da=270.1 s_squared=2.010 spin_multiplicity=3
H 2.92685 2.62877 0.28968 0.37 -0.19 -0.24 0.26
H -3.30930 2.46767 -1.06606 -0.17 -0.17 0.00 0.16
O -3.57431 0.70153 -0.00964 0.23 -0.18 0.36 -0.53
H -4.98977 2.00400 -0.65119 0.30 -0.14 -0.09 0.21
C 1.82749 -1.72340 0.63202 0.48 -1.53 0.51 0.09
H 2.05924 1.85176 -1.04742 0.41 0.01 0.08 0.19
O -2.65834 -1.84637 1.06766 0.01 -0.22 0.01 -0.25
C 1.73463 -2.91747 0.04712 -0.30 0.82 0.15 -0.42
H 2.95156 0.58697 1.60328 -0.18 0.03 -0.19 0.21
H 1.28304 0.79025 0.94264 0.26 0.06 -0.03 0.22
C 2.84170 1.68637 -0.28212 -1.20 0.10 -0.18 -0.15
H 2.00622 -3.06845 -0.99844 -0.01 -0.03 0.26 0.21
O 2.46590 -0.66122 0.02284 -1.30 0.47 0.37 -0.62
H 1.62231 -1.55781 1.69151 -0.19 0.06 -0.32 0.21
C -1.90021 -0.75291 0.85103 0.91 0.15 0.32 -0.15
C 2.33831 0.62945 0.69164 0.16 -0.04 0.55 -0.09
H -0.79878 -1.04523 0.77703 -0.96 0.19 -0.14 0.17
H 1.30487 -3.74646 0.60632 0.12 0.23 -0.21 0.25
H -2.37472 -0.46225 -1.23306 0.00 0.11 0.19 0.18
C -2.32736 0.13350 -0.30215 0.02 0.04 -0.34 -0.09
H -4.12194 1.14445 -1.96367 0.01 0.12 0.22 0.17
H -1.91458 -0.17223 1.80352 -0.17 -0.08 -0.20 0.24
O 4.05172 1.31470 -0.86271 -0.16 3.25 0.92 -0.53
Ag 4.13019 -0.52643 -1.18543 1.58 -3.26 -1.64 1.17
C -4.01400 1.62247 -0.97518 -0.13 0.24 -0.34 -0.25
H -1.56073 0.91835 -0.44924 -0.09 -0.04 0.00 0.15


44
Properties=species:S:1:pos:R:3:forces:R:3:nbo_charge:R:1 method="wB97M-V/def2-TZVPD" total_charge=0 orbital_gap_ev=8.874 lumo_energy_ev=-0.2486 mol_weight_da=882.2 spin_multiplicity=1
H 3.33173 -1.43187 -7.76342 -0.02 -0.25 0.30 0.23
P -3.93565 -0.92468 1.41914 -0.26 -0.84 0.92 0.28
Cl -3.47162 5.43920 4.25676 -0.18 -0.07 -0.09 0.01
H 0.47305 -0.58833 0.88554 0.12 -0.09 2.51 0.21
C 7.63268 -1.71699 -5.42513 -0.06 -0.04 0.02 -0.28
H -2.60224 2.57623 1.58010 -1.84 -0.42 0.93 0.50
Cl -6.08657 4.58038 5.20962 0.11 0.03 -0.19 0.02
Cl 1.01169 2.61963 -2.15685 -0.05 -0.03 -0.16 0.01
C 3.25302 -2.18592 -6.97611 -0.09 -0.07 -0.17 -0.28
S -4.43501 -0.29308 3.41225 -1.86 0.70 1.22 -0.40
H 0.89452 -1.47812 2.58128 -0.76 1.98 -1.09 0.23
P -4.08845 1.15748 0.66175 -0.38 1.98 -0.08 0.86
C 0.44491 -0.52635 2.06998 -0.87 0.88 -0.21 -0.62
H 0.99642 0.48341 2.37244 -0.94 -2.48 -0.57 0.22
C 2.10721 -1.64238 5.59858 0.04 0.00 0.06 -0.28
Cl -2.68903 1.16086 -0.99198 -0.47 1.14 1.97 -0.30
Cl 8.24359 -2.85891 -6.63427 -0.11 0.12 0.14 0.02
Cl 3.71169 -1.43641 -5.43746 0.15 -0.15 -0.19 0.01
Br -3.50928 -1.70068 -0.71191 -0.01 -1.23 -1.16 -0.37
Cl -1.12345 1.29988 -3.63432 0.35 0.10 -0.30 0.03
Cl 0.42368 -1.30631 6.03700 0.19 -0.04 -0.02 0.02
H 0.63173 2.62416 -4.48281 -0.02 -0.26 0.29 0.23
H -5.85538 -0.11866 3.36258 1.85 -0.35 -0.19 0.17
O -1.83684 -2.93765 1.84587 0.20 2.94 -1.10 -0.96
Cl 2.76706 -0.32805 4.61048 0.06 -0.14 0.27 0.02
Cl 1.57655 -2.75615 -6.91493 0.24 0.14 -0.01 0.03
Cl 2.22998 -3.18781 4.74057 0.00 0.17 0.13 0.02
H -1.29569 -3.16250 1.03324 -0.86 0.44 1.48 0.52
H -5.07248 -1.81777 1.42608 0.77 0.73 -0.27 0.07
H 6.58074 -1.94573 -5.23602 0.35 0.08 -0.09 0.23
H -5.17226 4.34029 3.05072 0.06 0.24 0.26 0.24
O -3.53373 2.29611 1.89228 1.96 -1.40 -3.04 -0.96
H -1.29531 -0.05978 3.63534 0.29 -0.71 -2.33 0.28
B -2.14753 -1.49816 1.94236 1.72 -2.11 0.62 0.89
H 2.69519 -1.71100 6.51740 -0.22 0.02 -0.33 0.23
C 0.55302 1.87011 -3.69550 -0.02 0.01 -0.04 -0.28
C -1.14836 -0.30930 2.48463 0.44 0.96 -0.72 -0.85
Cl 8.52331 -1.88702 -3.90286 -0.15 0.01 -0.16 0.02
Cl -5.88943 6.58456 3.10535 0.08 -0.18 0.04 0.01
H -1.47948 0.68551 1.91347 0.63 -2.01 1.30 0.22
Cl 4.35011 -3.52038 -7.36957 -0.09 0.22 0.04 0.02
Cl 1.65011 0.53566 -4.08897 -0.26 0.31 0.02 0.02
C -5.15701 5.13096 3.80521 -0.02 -0.10 -0.07 -0.28
Cl 7.74279 -0.05443 -6.02792 -0.08 -0.19 0.07 0.01


30
Properties=species:S:1:pos:R:3:forces:R:3:nbo_charge:R:1 method="wB97M-V/def2-TZVPD" total_charge=+1 orbital_gap_ev=6.716 lumo_energy_ev=-4.0907 mol_weight_da=379.9 spin_multiplicity=1
S -1.51953 -2.74443 -4.02745 -0.22 0.27 0.25 -0.51
C -3.71761 -3.07336 -0.00381 0.80 -1.40 -0.20 0.90
H -1.02672 -4.20915 -1.60126 0.29 0.11 0.09 0.03
H 2.88472 2.37044 3.94511 -0.06 -0.01 0.00 0.24
H 4.10431 1.00806 1.63064 0.07 0.11 0.01 0.45
C -2.10368 0.80820 -1.94975 -0.60 -0.41 -0.08 0.55
C 2.27093 1.83722 1.26445 -1.16 -0.26 -0.44 0.71
C 2.25551 2.62534 0.00275 0.20 0.31 0.28 -0.76
P -0.94290 -2.91961 -2.15618 -0.20 -0.18 -0.47 0.55
H 4.43589 1.49040 3.93598 0.01 0.02 0.00 0.24
H 2.79508 2.08081 -0.77631 0.03 0.04 -0.02 0.27
H 0.38588 -2.46823 -2.02798 0.02 -0.29 0.44 -0.02
O 1.39333 1.18230 1.70911 0.25 0.07 0.20 -0.43
C -1.47287 -0.22057 -1.03840 -0.25 -0.06 -0.85 -0.91
C 3.43925 1.54739 3.50772 0.17 0.15 0.03 -0.42
I -1.07945 2.74879 -1.91291 -0.18 0.02 -0.13 -0.04
H 2.91869 0.60834 3.64555 -0.12 0.00 -0.04 0.26
F -4.46547 -2.73285 1.03787 -0.36 0.17 0.47 -0.32
H 2.71838 3.60514 0.14362 0.08 -0.06 -0.09 0.25
O -3.20691 -4.15429 -0.05461 -0.36 0.81 0.07 -0.54
H -0.41098 -0.18472 -1.22559 0.45 0.08 0.09 0.25
C -3.59496 -1.98919 -1.00621 0.11 0.19 -0.13 -0.93
B -2.10079 -1.65075 -1.32078 0.33 -0.01 0.09 0.62
N 3.58778 1.79881 2.03392 0.55 -0.26 -0.04 -0.58
H -1.65276 0.10997 -0.02201 -0.05 0.05 0.38 0.29
H 1.21586 2.75953 -0.30439 0.17 -0.15 0.02 0.30
H -4.03309 -2.37815 -1.91728 -0.12 -0.15 -0.44 0.32
H -4.16696 -1.12551 -0.71955 -0.24 0.36 0.17 0.26
O -3.05854 0.64025 -2.62202 0.44 0.45 0.19 -0.46
H 4.14761 2.62983 1.82978 -0.05 0.03 0.14 0.44